1.
A structure of composition C4H8N2S2, computed with ωB97M-V with the def2-TZVPD basis set.

```
16
Properties=species:S:1:pos:R:3
S 0.515 -2.477 -0.884
S -2.703 -0.006 -0.301
N 0.116 -0.778 1.384
N -0.319 0.516 -1.483
C -1.115 -0.089 -0.602
C -0.401 0.408 2.035
C 1.113 0.477 -1.477
C -0.138 -1.128 0.133
H 1.190 -1.355 1.615
H -0.767 1.163 1.163
H 0.384 0.748 2.826
H -1.409 0.112 2.464
H -0.844 1.148 -2.225
H 1.642 1.645 -1.260
H 1.266 -0.553 -0.589
H 1.468 0.170 -2.797
```

The net charge is 0. Its spin multiplicity is 1. The value obtained for the orbital gap is 8.18 eV. The total energy is -28922.83656 eV. As for the lowest unoccupied orbital energy: -0.25 eV.



2.
A structure of composition C26H29AsN3OPdS, computed with ωB97M-V with the def2-TZVPD basis set.

```
62
Properties=species:S:1:pos:R:3
Pd 0.706 -0.421 0.090
As -0.458 1.253 3.139
S -1.531 -1.074 -0.535
O 0.654 0.766 2.002
N 1.575 -1.506 -1.521
N 1.330 -2.578 0.947
N 0.856 1.107 -1.651
C -3.125 2.652 -0.860
C 2.197 -3.152 0.094
C -2.426 1.551 -0.389
C 0.216 -2.434 3.086
C 2.606 -3.440 -2.394
C -0.086 2.939 -2.835
C 1.461 -0.973 -2.733
C 0.855 0.393 -2.799
C -3.645 1.453 -2.871
C -2.116 0.284 3.066
C 3.094 -4.124 0.495
C -2.323 0.379 -1.147
C 2.501 -2.905 -3.668
C 0.555 3.169 -0.411
C 2.160 -3.982 2.680
C 0.280 1.024 4.890
C -0.867 3.117 2.957
C -3.741 2.607 -2.105
C 0.355 0.896 -3.977
C -0.144 2.192 -3.988
C 1.935 -1.653 -3.845
C 1.286 -3.006 2.212
C -2.938 0.355 -2.402
C 2.137 -2.694 -1.325
C 3.082 -4.532 1.817
C 0.425 2.368 -1.671
H -2.205 -0.175 2.080
H -2.117 -0.487 3.834
H -2.871 -0.548 -2.997
H -0.036 -1.441 2.726
H -1.278 3.496 3.892
H -0.311 3.815 -0.270
H 0.524 -2.398 4.130
H 2.864 -3.461 -4.521
H -2.944 0.970 3.238
H 3.784 -5.278 2.165
H -0.451 3.957 -2.810
H 3.804 -4.541 -0.204
H -1.592 3.258 2.157
H 1.871 -1.210 -4.828
H 3.033 -4.419 -2.238
H 0.334 0.289 -4.870
H -3.202 3.546 -0.253
H 0.599 -0.011 4.990
H -0.682 -3.053 3.017
H -4.129 1.405 -3.838
H -0.568 2.606 -4.892
H 2.107 -4.298 3.712
H -4.300 3.459 -2.469
H 1.437 3.809 -0.487
H -0.466 1.259 5.648
H 1.140 1.683 4.995
H 0.056 3.642 2.717
H -1.944 1.586 0.583
H 0.680 2.508 0.446
```

The net charge is +1. Its spin multiplicity is 3. The value obtained for the orbital gap (spin up / spin down) is 7.09 / 6.53 eV. The total energy is -109099.83854 eV. As for the lowest unoccupied orbital energy (spin up / spin down): -2.78 / -3.55 eV.